C30H31N9O2PtS3 | ωB97M-V with the def2-TZVPD basis set

Cartesian coordinates (Å):
Pt  0.345  0.182  -0.047
C  -0.442  -4.231  2.361
C  0.621  -3.211  2.491
N  1.625  -3.254  3.299
N  2.336  -2.106  3.077
C  1.783  -1.345  2.145
S  2.281  0.139  1.539
N  0.687  -2.028  1.750
N  -0.159  -1.561  0.731
H  -0.240  -5.030  3.071
H  -0.466  -4.655  1.356
H  -1.424  -3.809  2.583
H  3.178  -1.915  3.601
H  -0.197  -2.231  -0.039
H  -1.098  -1.379  1.084
C  -6.727  0.700  1.850
C  -5.661  1.608  1.213
C  -6.348  2.844  0.606
C  -4.714  2.086  2.312
C  -4.939  0.843  0.114
C  -5.672  0.397  -1.005
C  -5.091  -0.276  -2.053
C  -3.723  -0.528  -1.996
S  -2.703  -1.335  -3.142
C  -1.360  -1.107  -2.098
N  -1.642  -0.494  -0.971
C  -2.978  -0.120  -0.888
C  -3.584  0.570  0.163
C  -0.004  -1.512  -2.394
C  0.366  -2.190  -3.551
C  1.700  -2.492  -3.771
C  2.663  -2.124  -2.842
C  2.293  -1.467  -1.673
C  0.964  -1.160  -1.455
H  -7.245  1.248  2.637
H  -6.266  -0.186  2.292
H  -7.469  0.372  1.123
H  -6.851  3.404  1.394
H  -7.096  2.572  -0.138
H  -5.613  3.496  0.131
H  -5.281  2.645  3.056
H  -3.945  2.748  1.909
H  -4.236  1.245  2.822
H  -6.732  0.604  -1.057
H  -5.676  -0.596  -2.904
H  -2.959  0.884  0.986
H  -0.391  -2.487  -4.266
H  1.993  -3.015  -4.671
H  3.706  -2.345  -3.022
H  3.051  -1.186  -0.952
N  6.347  4.026  -1.815
C  5.021  3.748  -1.853
C  4.101  4.570  -1.171
C  2.757  4.287  -1.204
C  2.310  3.176  -1.918
C  3.198  2.340  -2.585
C  4.544  2.630  -2.563
S  0.625  2.753  -1.820
O  -0.239  3.871  -1.977
O  0.386  1.544  -2.567
N  0.531  2.197  -0.218
C  -0.165  2.683  0.853
N  -0.296  3.968  1.103
C  -0.937  4.304  2.215
C  -1.422  3.357  3.115
C  -1.234  2.036  2.769
N  -0.628  1.693  1.633
H  6.687  4.845  -1.347
H  7.005  3.479  -2.339
H  4.463  5.432  -0.626
H  2.037  4.915  -0.692
H  2.813  1.484  -3.124
H  5.249  2.004  -3.095
H  -1.042  5.367  2.398
H  -1.909  3.638  4.036
H  -1.577  1.230  3.408

Computed properties:
**Net charge**: +2
**Multiplicity**: 1
**Relative energy (zero: lowest compared OMol25 entry of this formula, charge and spin)**: 187.5 kJ/mol
**E_HOMO**: -12.330 eV
**Frontier orbital gap**: 0.173 Ha